# C6H11ClSi

One molecule with the formula C6H11ClSi in a non-equilibrium geometry (ωB97M-V/def2-TZVPD, OMol25).

Positions of all 19 atoms, in Å:
C1 -0.06543 2.34928 -0.73541
C2 -1.26994 2.26172 -1.29205
C3 0.86076 1.35533 -0.11272
C4 0.72857 0.05777 -0.78679
C5 -0.08996 -2.92881 0.07213
C6 -0.90675 -0.27078 1.64335
Si1 -0.58153 -1.09416 -0.05729
Cl1 2.30678 -0.85045 -0.71452
H1 0.53932 3.24720 -0.95426
H2 -1.76468 2.96274 -1.95352
H3 1.85311 1.86972 -0.27340
H4 0.73973 1.22790 0.96114
H5 0.60297 0.07214 -1.94022
H6 0.64381 -3.17121 0.77893
H7 -0.99957 -3.35032 0.41268
H8 0.06973 -3.37071 -0.91716
H9 0.07786 -0.09949 2.02214
H10 -1.29666 0.68878 1.58708
H11 -1.44812 -0.95666 2.25989

For the HOMO energy (spin up / spin down), the calculation gives -9.26 / -7.27 eV. The value obtained for the HOMO-LUMO gap (spin up / spin down) is 0.32424 / 0.24760 Ha. Its multiplicity is 1. The calculation puts the strongest force on any atom at 3.7 eV/A. As for the net charge: 0.



# C14H45NO13

A 8-piece molecular cluster, C14H45NO13 overall in a non-equilibrium geometry (ωB97M-V/def2-TZVPD, OMol25).

Positions of all 73 atoms, in Å:
C1 3.56352 7.29313 2.63214
O1 2.49695 6.81202 1.78890
C2 1.38645 6.24407 2.46266
C3 0.41875 5.75437 1.38819
N1 0.94222 4.53777 0.59682
C4 -0.04175 4.14242 -0.36970
C5 0.44648 2.94059 -1.30535
O2 0.39003 1.69584 -0.65761
C6 -0.93700 1.18120 -0.56428
H1 3.75479 6.53381 3.39040
H2 3.34358 8.24801 3.10956
H3 4.50054 7.47333 2.10525
H4 0.82761 6.91744 3.11257
H5 1.66255 5.35387 3.02783
H6 0.05349 6.53149 0.71679
H7 -0.48678 5.43702 1.90529
H8 1.84265 4.69861 0.16851
H9 -0.25156 4.96960 -1.04782
H10 -0.96539 3.96568 0.18143
H11 1.50433 3.12667 -1.49092
H12 0.01261 2.90304 -2.30457
H13 -1.66465 1.36797 -1.35406
H14 -1.34773 1.64925 0.33033
H15 -0.81481 0.14501 -0.24888
O3 0.29276 -2.23788 -2.67243
C7 1.24292 -1.40947 -1.93053
C8 2.68006 -1.64088 -2.39760
O4 3.11126 -2.99355 -2.08569
H16 -0.32935 -2.60440 -2.03979
H17 1.02878 -0.36386 -2.15177
H18 1.09695 -1.57256 -0.86273
H19 3.30563 -1.04591 -1.73218
H20 2.88723 -1.55487 -3.46426
H21 3.69297 -2.99280 -1.32200
O5 -0.87683 -0.86152 5.13025
C9 -0.16009 -0.55006 3.94604
C10 0.04445 -1.81999 3.06987
O6 -1.02405 -2.07407 2.23437
H22 -0.17431 -1.23393 5.66819
H23 -0.75281 0.13330 3.33793
H24 0.77216 -0.07607 4.25319
H25 0.13841 -2.74090 3.64537
H26 0.98637 -1.68145 2.53911
H27 -1.85118 -2.17617 2.71084
O7 -2.88494 -1.07826 -5.05098
C11 -3.39643 -0.58968 -3.79216
C12 -3.93495 0.86150 -3.69963
O8 -5.32830 0.90223 -3.74082
H28 -1.93649 -0.93006 -5.04211
H29 -4.25886 -1.25405 -3.73794
H30 -2.63175 -0.78752 -3.04101
H31 -3.60935 1.55421 -4.47567
H32 -3.47015 1.31318 -2.82326
H33 -5.60165 1.42248 -2.98173
O9 3.31158 -6.29698 1.76615
C13 2.68247 -5.09469 1.33803
C14 1.21960 -5.32558 1.14426
O10 0.89514 -5.99712 -0.02425
H34 3.48302 -6.85818 1.00637
H35 2.76545 -4.43690 2.20320
H36 3.23658 -4.58154 0.55207
H37 0.66058 -4.39261 1.21619
H38 0.83292 -5.85010 2.01802
H39 1.11440 -6.89717 0.22761
O11 -3.72064 -0.69186 -0.67824
H40 -4.14875 0.14585 -0.85485
H41 -4.33158 -1.34871 -1.01222
O12 -1.22931 -5.28973 -1.30932
H42 -0.50854 -5.68624 -0.81994
H43 -1.27859 -4.39259 -0.97925
O13 -1.34443 -2.42413 -0.57906
H44 -1.22509 -2.56808 0.35970
H45 -2.11006 -1.85275 -0.63881

For the HOMO energy, the calculation gives -8.90 eV. The value obtained for the HOMO-LUMO gap is 0.32901 Ha. Its multiplicity is 1. The calculation puts the strongest force on any atom at 2.5 eV/A. As for the net charge: 0.



# C16H17F3N2O2

One molecule with the formula C16H17F3N2O2 (ωB97M-V/def2-TZVPD, OMol25).

Positions of all 40 atoms, in Å:
O1 -0.09697 -3.01816 1.19844
C1 -0.61289 -2.03371 0.73934
N1 -1.57480 -1.25326 1.27547
C2 -1.92820 -0.11210 0.45659
C3 -3.42230 -0.12720 0.10273
C4 -3.80958 1.09735 -0.72053
C5 -3.46086 2.37733 0.03137
C6 -1.96432 2.41344 0.32101
C7 -1.55395 1.20534 1.15663
C8 -1.04369 -0.34548 -0.76645
O2 -0.96443 0.31819 -1.77035
N2 -0.32379 -1.47682 -0.51557
C9 0.73278 -1.98502 -1.36549
C10 2.07089 -1.59501 -0.79380
C11 2.98039 -2.54801 -0.35750
C12 4.17984 -2.16306 0.21712
C13 4.48067 -0.82216 0.37977
C14 3.56636 0.13045 -0.04757
C15 3.83984 1.59776 0.11667
F1 2.79809 2.24400 0.67631
F2 4.06572 2.21207 -1.05977
F3 4.90348 1.86018 0.88806
C16 2.37029 -0.24812 -0.63951
H1 -1.94205 -1.40681 2.19834
H2 -3.65344 -1.04370 -0.44459
H3 -3.98988 -0.13817 1.03724
H4 -3.26959 1.07947 -1.66764
H5 -4.87896 1.06206 -0.93544
H6 -4.02037 2.41920 0.96957
H7 -3.74197 3.24468 -0.56691
H8 -1.41653 2.40334 -0.62169
H9 -1.70120 3.32611 0.85771
H10 -0.47801 1.22241 1.34661
H11 -2.06869 1.23219 2.12099
H12 0.63980 -3.07176 -1.42117
H13 0.58444 -1.53997 -2.35355
H14 2.74238 -3.59573 -0.45771
H15 4.88142 -2.91146 0.55124
H16 5.40781 -0.51544 0.83830
H17 1.67227 0.50557 -0.97427

For the HOMO energy, the calculation gives -9.68 eV. The value obtained for the HOMO-LUMO gap is 0.38290 Ha. Its multiplicity is 1. The calculation puts the strongest force on any atom at 0.5 eV/A. As for the net charge: 0.



# C4H12N3

A 2-piece molecular cluster, C4H12N3 overall in a non-equilibrium geometry (ωB97M-V/def2-TZVPD, OMol25).

Positions of all 19 atoms, in Å:
C1 -2.66954 0.71631 -0.22714
C2 0.85473 -0.68647 0.53135
C3 3.93136 0.17402 0.15912
C4 -0.53219 -0.50412 0.05196
N1 -3.75567 -0.12222 -0.45819
N2 3.02339 0.26084 -0.70683
N3 -1.43272 0.26485 0.57245
H1 -3.00655 1.52985 0.36904
H2 1.08345 -0.08216 1.30259
H3 1.65632 -0.60643 -0.38075
H4 1.16835 -1.80840 0.65907
H5 4.91937 0.59007 0.16006
H6 3.61628 -0.33046 1.07099
H7 -2.18497 1.19982 -1.21883
H8 -0.79874 -0.97873 -0.94330
H9 -3.47982 -1.01970 -0.89389
H10 -4.49467 -0.23637 0.27889
H11 3.26323 0.68183 -1.54250
H12 -1.16158 0.95746 1.21592

For the HOMO energy, the calculation gives -13.38 eV. The value obtained for the HOMO-LUMO gap is 0.34688 Ha. Its multiplicity is 1. The calculation puts the strongest force on any atom at 5.9 eV/A. As for the net charge: +1.



| no. | energy (eV) | molar mass (g/mol) |
| --- | --- | --- |
| 1 | -26795.6575 | 146.69 |
| 2 | -43350.1369 | 435.51 |
| 3 | -32098.4905 | 326.32 |
| 4 | -8803.8776 | 102.16 |